Here is C3H4N2O in the gas phase in a non-equilibrium geometry from the OMol25 dataset. Energies are from ωB97M-V/def2-TZVPD.

Last column: natural (NBO) charge in e.
Element x y z (Å)
C 0.864 -0.901 -0.089  0.04
C -0.801 1.031 0.200  0.73
C -0.240 -0.617 -0.997  -0.59
N 1.026 -0.216 0.974  -0.22
N 0.106 0.791 1.129  -0.49
O -1.686 1.796 0.012  -0.55
H 1.596 -1.677 -0.266  0.20
H -0.013 -0.300 -1.999  0.23
H -1.095 -1.270 -0.920  0.23
H 0.243 1.365 1.956  0.41

The value obtained for the frontier orbital gap is 9.984 eV. For the LUMO energy, the calculation gives 0.9 eV. The value obtained for the molar mass is 84.1 g mol⁻¹. The highest occupied orbital energy is -9.1 eV.

***

Here is C3H4N2O in the gas phase from the OMol25 dataset. Energies are from ωB97M-V/def2-TZVPD.

Last column: natural (NBO) charge in e.
Element x y z (Å)
N -0.323 0.137 -1.988  -0.82
C -0.224 -0.008 -0.605  0.29
C -0.674 -0.997 0.219  -0.29
N -0.193 -0.485 1.439  -0.51
C 0.453 0.665 1.329  0.32
O 0.438 1.021 0.065  -0.39
H 0.591 0.173 -2.429  0.37
H -0.798 -0.701 -2.308  0.39
H -0.208 -1.112 2.226  0.43
H 0.937 1.306 2.053  0.21

The value obtained for the frontier orbital gap is 8.757 eV. For the LUMO energy, the calculation gives 0.8 eV. The value obtained for the molar mass is 84.1 g mol⁻¹. The highest occupied orbital energy is -8.0 eV.

***

Here is C3H4N2O in the gas phase in a non-equilibrium geometry from the OMol25 dataset. Energies are from ωB97M-V/def2-TZVPD.

Last column: natural (NBO) charge in e.
Element x y z (Å)
O -1.678 -1.082 0.128  -0.66
C -0.509 -0.430 -0.203  0.12
C -0.347 0.998 -0.382  0.03
N 0.845 1.374 -0.044  -0.40
C 1.452 0.177 0.357  0.16
N 0.749 -0.901 0.331  -0.42
H -1.874 -0.700 0.988  0.47
H -0.107 -1.275 -1.141  0.29
H -1.097 1.685 -0.744  0.21
H 2.476 0.186 0.703  0.19

The value obtained for the frontier orbital gap is 10.048 eV. For the LUMO energy, the calculation gives -0.3 eV. The SMILES is O[C@H]1C=NC=N1. The value obtained for the molar mass is 84.1 g mol⁻¹. The highest occupied orbital energy is -10.3 eV.